Entry 1:
The following is a quantum chemistry calculation of one molecule with the formula C2H6N2O, from the Open Molecules 2025 dataset.

ΔE to the lowest compared entry with this formula, charge and spin = 6.523 eV
maximum force = 7.78 eV Å⁻¹
frontier orbital gap = 9.13 eV
molecular weight = 74.1 g/mol
E_tot = -264.3476 Ha
SMILES = C/N=C\NO

Last column: Löwdin charge in e.
Geometry (Å):
C1 0.44 1.17 -0.02  -0.2075
H1 -1.08 -0.90 -0.99  0.0397
H2 2.52 0.29 0.30  0.1728
C2 -1.52 -0.45 -0.11  -0.2010
H3 -2.56 -0.01 -0.64  0.1139
H4 1.46 -1.15 0.89  0.1906
H5 0.88 2.26 0.10  0.1307
N1 1.54 0.23 -0.35  -0.0790
N2 -0.86 0.84 0.04  -0.0726
H6 -1.72 -1.09 0.88  0.1224
O1 0.88 -1.17 -0.09  -0.2101

***

Entry 2:
The following is a quantum chemistry calculation of a 3-piece molecular cluster, C2H7O4 overall, from the Open Molecules 2025 dataset.

ΔE to the lowest compared entry with this formula, charge and spin = 0.850 eV
total charge = -1
maximum force = 5.23 eV Å⁻¹
frontier orbital gap = 8.58 eV
molecular weight = 95.1 g/mol
E_tot = -381.4290 Ha

Last column: Löwdin charge in e.
Geometry (Å):
H1 -2.08 -0.16 -0.69  -0.0225
H2 0.45 2.48 0.19  0.0590
C1 0.47 1.38 0.25  -0.0686
O1 -2.81 -0.72 -0.89  -0.0862
C2 1.81 0.87 0.39  -0.8602
O2 2.72 1.68 0.49  -0.0388
H3 -0.09 -2.38 -0.63  0.0400
H4 -0.02 0.96 -0.86  0.1440
H5 -2.64 -1.44 -0.26  0.0326
O3 -0.19 -1.97 0.27  -0.1773
H6 0.63 -1.33 0.30  -0.0030
H7 -0.19 1.02 1.07  0.0738
O4 1.93 -0.39 0.37  -0.0927

***

Entry 3:
The following is a quantum chemistry calculation of C42H50BrN3O2PV as an isolated structure, from the Open Molecules 2025 dataset.

ΔE to the lowest compared entry with this formula, charge and spin = 0.000 eV
total charge = +1
maximum force = 0.71 eV Å⁻¹
2S+1 = 4
frontier orbital gap (alpha / beta) = 7.50 / 7.66 eV
molecular weight = 790.7 g/mol
E_tot = -5804.4956 Ha

Last column: Löwdin charge in e.
Geometry (Å):
H1 -2.02 2.82 4.22  0.1171
H2 1.44 2.37 0.17  0.1164
C1 1.14 -7.33 0.63  -0.0455
C2 4.77 -2.77 2.23  -0.0407
H3 -2.31 0.74 -4.49  0.1185
O1 1.19 -0.96 1.07  -0.3124
C3 2.21 -4.26 2.24  0.0251
N1 -1.26 1.15 -1.33  -0.0419
H4 -0.59 -5.06 0.54  0.1078
H5 -3.33 2.98 -4.02  0.1168
C4 -0.47 4.27 3.99  -0.0553
C5 -2.19 1.23 -3.53  -0.0158
C6 -5.83 4.39 -3.68  -0.0655
H6 -4.15 6.35 -0.37  0.1180
H7 -2.09 -2.42 6.67  0.1100
C7 2.39 -7.09 2.77  -0.0614
V1 -0.23 0.09 0.22  0.4793
H8 -4.64 7.11 -3.30  0.0685
C8 -2.55 3.04 -2.02  -0.0818
C9 -0.71 2.32 2.59  -0.2871
H9 0.23 -7.10 0.07  0.0765
C10 -4.15 7.23 -2.33  -0.0608
H10 -3.78 0.51 4.06  0.1065
H11 -6.35 5.35 -3.67  0.0759
Br1 -1.11 -2.30 -0.26  0.9149
H12 -3.87 -0.61 1.07  0.1046
C11 -2.75 2.47 -3.26  0.0170
H13 -6.19 4.08 -1.59  0.1108
H14 0.11 -1.13 3.24  0.0839
C12 -5.79 2.15 0.63  -0.0815
C13 -3.05 -0.94 5.45  -0.0667
C14 -3.28 1.40 1.60  -0.3628
C15 0.45 2.68 1.92  -0.2800
C16 -2.95 -0.15 4.32  -0.0814
C17 -1.14 3.11 3.65  -0.0762
H15 4.46 -0.28 2.97  0.0886
H16 -6.53 3.64 -4.07  0.0822
C18 3.46 -2.15 2.73  -0.5252
C19 1.13 3.85 2.25  -0.0147
C20 -0.87 -1.86 5.00  -0.0596
C21 -3.67 2.74 1.60  -0.0812
P1 -1.61 0.82 2.05  1.0571
H17 -6.76 2.43 0.26  0.1075
C22 -1.76 2.36 -1.11  -0.0654
H18 2.45 -6.63 3.76  0.0866
C23 0.22 -4.49 0.97  -0.0732
H19 -3.07 7.17 -2.47  0.0775
C24 1.27 -2.28 1.29  -0.3812
H20 4.87 -2.65 1.14  0.0952
C25 -4.61 6.18 -1.34  -0.1976
H21 -5.00 4.48 -4.38  0.0725
H22 -0.82 4.89 4.81  0.1132
O2 -2.18 5.10 -0.97  0.0691
C26 -5.41 0.81 0.62  -0.0621
C27 1.18 -6.60 1.98  -0.5595
C28 1.22 -5.09 1.73  -0.1606
C29 0.66 4.65 3.27  -0.0485
H23 3.33 -6.88 2.25  0.0909
H24 2.41 -1.93 4.62  0.0771
H25 -0.11 -6.43 3.73  0.0898
H26 2.71 -0.10 2.91  0.0729
C30 -0.09 -6.94 2.77  -0.0432
H27 -4.38 8.23 -1.97  0.0816
C31 3.55 -0.64 2.48  -0.0635
H28 -5.06 2.94 -2.25  0.1077
H29 1.75 1.24 1.31  0.0830
H30 5.62 -2.27 2.70  0.0885
C32 3.35 -2.35 4.25  -0.0360
H31 4.17 -1.85 4.75  0.0907
C33 -2.01 -1.80 5.79  -0.0647
H32 -0.13 -8.02 2.96  0.0882
H33 -5.20 4.15 1.12  0.1110
C34 -0.77 -1.07 3.86  -0.0719
C35 -4.92 3.11 1.11  -0.0674
H34 -0.07 -2.54 5.25  0.1049
C36 -5.36 3.99 -2.29  -0.2206
H35 2.32 -8.16 2.91  0.0890
H36 -0.99 -6.67 2.22  0.0793
N2 -4.27 4.81 -1.77  -0.0485
C37 -1.82 -0.21 3.52  -0.3380
N3 1.00 1.80 0.89  0.0263
H37 -3.94 -0.90 6.07  0.1096
H38 2.98 -4.71 2.84  0.0923
C38 -4.16 0.44 1.09  -0.0937
H39 4.84 -3.83 2.45  0.0780
H40 2.03 4.11 1.71  0.1208
H41 1.16 -8.41 0.79  0.0881
H42 -5.69 6.20 -1.21  0.1213
C39 -3.00 4.41 -1.57  -0.4217
H43 3.38 -3.40 4.53  0.0817
H44 -1.04 -0.39 -2.70  0.0978
H45 1.99 -7.06 0.01  0.0933
C40 0.28 -3.13 0.78  -0.4911
H46 -2.99 3.51 1.95  0.1026
H47 3.62 -0.40 1.42  0.0834
H48 -6.08 0.06 0.24  0.1105
H49 1.18 5.56 3.52  0.1145
C41 -1.47 0.59 -2.54  -0.1126
H50 -1.55 2.82 -0.16  0.1070
C42 2.28 -2.88 2.05  -0.0804

***

- What is the E_tot in the third record?
  -5804.4956 Ha

***

- Which value of ΔE to the lowest compared entry with this formula, charge and spin does entry 3 give?
  0.000 eV

***

- Which formula does entry 1 have?
  C2H6N2O